[1]
A structure of composition C23H43CeN2OP3Se. Source: OMol25; level of theory: wB97M-V/def2-TZVPD.

The value obtained for the molar mass is 675.61 g/mol. As for the total charge: +3. The HOMO-LUMO gap (alpha / beta) comes out at 0.2216 / 0.2242 Eh. Its multiplicity is 2. The LUMO energy (alpha / beta) is -0.3730 / -0.3705 Ha. The HOMO energy (alpha / beta) comes out at -16.2 / -16.2 eV. The calculation puts the total energy at -135691.07058 eV.

Last column: Löwdin charge in e.
Positions of all 74 atoms, in Å:
Ce: -0.4956 -1.7825 -0.6070  0.791
P: 0.5534 1.2215 1.1898  0.787
P: -2.6838 -0.1134 -0.6702  0.671
P: 2.2498 -0.6522 -0.5871  0.672
H: -1.2401 -3.0642 -4.4653  0.098
C: -0.5226 -3.3043 -3.6605  0.147
C: -0.8731 -3.3100 -2.3126  -0.279
H: -1.9277 -3.3980 -1.9460  0.102
C: 0.2832 2.8859 0.4216  -0.233
C: -0.8459 1.0986 2.3526  -0.253
C: 1.9462 1.5438 2.3521  -0.240
C: -3.5402 -0.6857 -2.1852  -0.235
C: -3.9202 -0.2861 0.6525  -0.223
C: -2.9129 1.6650 -0.9710  -0.248
C: 2.8849 -1.6371 -2.0197  -0.267
C: 3.5949 -1.1111 0.5830  -0.232
C: 3.0063 0.9342 -1.1497  -0.247
H: 0.3561 -3.8743 -3.9975  0.122
H: -0.0585 -3.6797 -1.6168  0.058
H: 0.1080 3.6722 1.1727  0.072
H: -0.5784 2.8513 -0.2601  0.013
H: 1.1620 3.1660 -0.1708  0.046
H: -0.7879 1.8846 3.1098  0.073
H: -0.7986 0.1212 2.8436  0.025
H: -1.7991 1.1720 1.8259  0.002
H: 1.7200 2.4359 2.9573  0.075
H: 2.8694 1.7313 1.7928  0.035
H: 2.1105 0.6955 3.0371  0.027
H: -4.5437 -0.2410 -2.1238  0.074
H: -3.6203 -1.7776 -2.2574  0.050
H: -3.0212 -0.2965 -3.0714  0.040
H: -4.9040 -0.1169 0.1910  0.077
H: -3.7319 0.4747 1.4251  0.058
H: -3.8897 -1.2840 1.1110  0.041
H: -3.9317 1.7598 -1.3643  0.076
H: -2.2009 2.0264 -1.7281  -0.007
H: -2.8147 2.2359 -0.0378  0.061
H: 3.9791 -1.6246 -1.9344  0.060
H: 2.6222 -1.1871 -2.9838  0.046
H: 2.5380 -2.6777 -1.9961  0.044
H: 4.5380 -1.0973 0.0104  0.070
H: 3.4220 -2.1243 0.9705  0.057
H: 3.6786 -0.4034 1.4188  0.046
H: 3.9868 0.6764 -1.5638  0.074
H: 3.1462 1.6566 -0.3363  0.042
H: 2.3956 1.3859 -1.9377  0.007
C: -0.0749 0.6084 -5.1430  -0.556
C: -0.7291 -0.4626 -5.7716  -0.144
C: -0.5410 -0.7091 -7.1439  -0.049
C: 0.5228 -0.0793 -7.8215  -0.031
C: 1.2006 0.9711 -7.1729  -0.041
C: 0.8618 1.3758 -5.8669  -0.107
Se: -0.2232 0.9282 -3.2279  0.915
H: 1.2478 0.5494 -3.2253  -0.097
H: -1.4085 -1.0814 -5.1918  0.064
H: -1.1943 -1.4544 -7.6003  0.118
H: 0.9301 -0.4483 -8.7633  0.124
H: 2.0195 1.4762 -7.6540  0.115
H: 1.3211 2.2538 -5.4130  0.111
N: 0.9810 -2.3327 6.2595  0.213
C: 1.0903 -1.8117 4.9947  -0.451
O: 1.9521 -0.9850 4.7079  0.070
C: 0.0978 -2.2541 3.9638  -0.081
C: -1.2021 -2.6994 4.2270  0.073
C: -2.0337 -3.0207 3.1419  0.025
C: -1.4988 -2.9644 1.8502  -0.134
N: -0.2296 -2.5089 1.5923  -0.131
C: 0.5265 -2.0936 2.6451  -0.034
H: 1.7742 -2.1744 6.8517  0.131
H: 0.4916 -3.1834 6.4337  0.109
H: -1.5521 -2.7774 5.2509  0.144
H: -3.0726 -3.3580 3.2285  0.142
H: -2.0508 -3.2845 0.9474  0.112
H: 1.4970 -1.6286 2.4283  0.118

***

[2]
The ion C4H10N with charge +1. Source: OMol25; level of theory: wB97M-V/def2-TZVPD.

The value obtained for the molar mass is 72.13 g/mol. As for the total charge: +1. The HOMO-LUMO gap comes out at 0.4713 Eh. The LUMO energy is -0.1287 Ha. The HOMO energy comes out at -16.3 eV. The calculation puts the total energy at -5793.48359 eV.

Last column: Löwdin charge in e.
Positions of all 15 atoms, in Å:
C: -1.0830 0.6222 0.2335  -0.156
C: -0.0537 0.1370 1.2660  -0.161
C: 1.2125 -0.1652 0.4718  -0.055
N: 0.6931 -0.4211 -0.9981  0.089
C: -0.7903 -0.1394 -1.0414  -0.100
H: -2.0783 0.4366 0.6495  0.132
H: -0.9498 1.7005 0.2524  0.124
H: 0.0815 0.8836 2.0509  0.129
H: -0.3520 -0.7581 1.8098  0.121
H: 1.9966 0.5717 0.3392  0.129
H: 1.6747 -1.0591 0.8936  0.129
H: 1.1031 0.1797 -1.7010  0.172
H: 0.9823 -1.3738 -1.1901  0.174
H: -1.0839 0.4493 -1.9176  0.139
H: -1.3528 -1.0640 -1.1186  0.136

***

[3]
The molecule C4H9NO. Source: OMol25; level of theory: wB97M-V/def2-TZVPD.

The value obtained for the molar mass is 87.12 g/mol. The HOMO-LUMO gap comes out at 0.3703 Eh. The LUMO energy is 0.0320 Ha. The HOMO energy comes out at -9.2 eV. The calculation puts the total energy at -7831.64615 eV.

Last column: Löwdin charge in e.
Positions of all 15 atoms, in Å:
C: 0.3161 1.0098 1.7286  0.001
C: -0.1800 0.9554 0.2978  -0.514
O: -0.7698 1.9312 -0.1477  0.024
N: -0.0016 -0.1607 -0.4773  -0.154
C: -0.6634 -0.0761 -1.7778  -0.051
C: 0.5275 -1.4280 0.0091  -0.055
H: 1.1152 0.3251 2.0135  0.060
H: 0.6447 2.0365 1.8954  0.085
H: -0.5404 0.8401 2.3886  0.092
H: -0.2027 -0.7685 -2.4834  0.083
H: -0.5728 0.9422 -2.1635  0.085
H: -1.7388 -0.2791 -1.6963  0.094
H: 1.3054 -1.2608 0.7581  0.073
H: -0.2346 -2.0787 0.4617  0.092
H: 0.9952 -1.9885 -0.8069  0.085

***

[4]
The molecule C4H9OPS. Source: OMol25; level of theory: wB97M-V/def2-TZVPD.

The value obtained for the molar mass is 136.16 g/mol. The HOMO-LUMO gap comes out at 0.3416 Eh. The LUMO energy is 0.0199 Ha. The HOMO energy comes out at -8.8 eV. The calculation puts the total energy at -26463.37341 eV.

Last column: Löwdin charge in e.
Positions of all 16 atoms, in Å:
O: -2.8861 -1.1639 0.9379  -0.649
S: -1.9144 -0.0440 1.0190  0.659
P: -0.0483 -1.0949 1.8122  0.770
C: 1.1863 0.1458 1.2022  -0.457
C: 1.2857 0.1977 -0.3242  -0.303
C: 0.1066 0.8026 -1.0208  -0.271
C: -1.2292 0.0951 -0.8061  -0.332
H: -0.2891 -1.8831 0.6957  -0.106
H: 2.1171 -0.2397 1.2999  0.021
H: 0.8196 1.0240 1.8344  0.099
H: 1.4473 -0.7985 -0.6999  0.103
H: 2.2155 0.6528 -0.5790  0.099
H: 0.1344 1.8580 -0.7856  0.106
H: 0.1458 0.7832 -2.1373  0.125
H: -2.0391 0.5805 -1.2879  0.058
H: -1.0521 -0.9155 -1.1606  0.077

***

[5]
The ion C15H33BNO7 with charge +1. Source: OMol25; level of theory: wB97M-V/def2-TZVPD.

The value obtained for the molar mass is 350.24 g/mol. As for the total charge: +1. The HOMO-LUMO gap comes out at 0.3399 Eh. The LUMO energy is -0.1157 Ha. The HOMO energy comes out at -12.4 eV. The calculation puts the total energy at -32582.46671 eV.

Last column: Löwdin charge in e.
Positions of all 57 atoms, in Å:
C: 3.9828 1.1681 2.7518  -0.064
C: 2.7682 1.1778 1.8293  -0.252
O: 2.3365 -0.1149 1.4296  -0.172
C: 3.3101 -0.8743 0.7455  -0.178
C: 3.8017 -0.2296 -0.5481  -0.175
O: 2.6840 0.3183 -1.2110  -0.171
C: 2.9110 1.4469 -2.0354  -0.166
C: 1.5367 2.0445 -2.2612  -0.168
O: 0.8477 1.5269 -3.3891  -0.099
C: 0.4118 0.1931 -3.2207  -0.117
C: -0.6856 0.0612 -2.1600  -0.264
C: -2.0911 0.0051 -2.7358  -0.011
N: -3.0243 -0.6571 -1.7491  0.130
C: -2.5637 -0.6663 -0.2938  -0.012
B: -2.9329 0.7444 0.4609  -0.409
O: -2.1228 1.8343 0.4608  0.187
C: -4.3194 0.8531 1.1709  -0.150
C: -4.3162 1.6501 2.4891  -0.089
C: -1.1042 -1.2371 -0.2218  -0.570
O: -0.4062 -0.5848 0.7907  0.089
O: -1.1660 -2.5994 0.0048  -0.025
C: -1.3429 -3.0194 1.3705  -0.207
C: -0.0251 -3.3832 2.0393  -0.042
O: -0.4511 -1.1407 -1.4489  0.053
H: 3.9675 2.0388 3.4086  0.081
H: 4.9235 1.1971 2.1965  0.074
H: 3.9869 0.2621 3.3615  0.087
H: 1.9127 1.6187 2.3446  0.125
H: 2.9615 1.8047 0.9466  0.109
H: 4.1831 -1.0780 1.3793  0.126
H: 2.8391 -1.8345 0.5263  0.126
H: 4.5584 0.5432 -0.3574  0.124
H: 4.2807 -1.0023 -1.1638  0.136
H: 3.3723 1.1602 -2.9888  0.144
H: 3.5582 2.1794 -1.5347  0.132
H: 0.9835 1.8318 -1.3367  0.113
H: 1.5715 3.1265 -2.3873  0.138
H: 0.0601 -0.1296 -4.2034  0.142
H: 1.2243 -0.4706 -2.9111  0.137
H: -0.5892 0.9219 -1.4927  0.122
H: -2.4822 0.9915 -2.9885  0.154
H: -2.0980 -0.5914 -3.6484  0.145
H: -3.2224 -1.6127 -2.0473  0.193
H: -3.9184 -0.1674 -1.7782  0.181
H: -3.1890 -1.4339 0.1664  0.149
H: -1.6180 2.0514 -0.3265  0.098
H: -4.8053 -0.1182 1.3059  0.102
H: -4.9481 1.4045 0.4481  0.121
H: -5.3186 2.0023 2.7347  0.077
H: -3.6657 2.5219 2.4184  0.074
H: -3.9853 1.0232 3.3184  0.081
H: 0.3947 -0.1654 0.4402  0.109
H: -1.8830 -2.2587 1.9446  0.122
H: -1.9926 -3.8935 1.3089  0.126
H: 0.2450 -4.4170 1.8187  0.081
H: 0.7766 -2.7264 1.7060  0.063
H: -0.1228 -3.2966 3.1233  0.087

***

[6]
A cluster of 2 separate species, H4S2 in total. Source: OMol25; level of theory: wB97M-V/def2-TZVPD.

The value obtained for the molar mass is 68.17 g/mol. The HOMO-LUMO gap comes out at 0.3876 Eh. The LUMO energy is 0.0262 Ha. The HOMO energy comes out at -9.8 eV. The calculation puts the total energy at -21734.92864 eV.

Last column: Löwdin charge in e.
Positions of all 6 atoms, in Å:
S: 1.7663 -0.2856 2.9959  0.455
H: 0.5140 -0.6723 2.6686  -0.219
H: 1.7051 -1.0319 4.0993  -0.236
S: -1.8625 0.4789 -3.2906  0.506
H: -1.3177 1.1905 -2.3899  -0.283
H: -0.8053 0.3205 -4.0833  -0.223

***

[7]
A structure of composition C44H38MoN4O5P2S2. Source: OMol25; level of theory: wB97M-V/def2-TZVPD.

The value obtained for the molar mass is 924.83 g/mol. As for the total charge: +2. The HOMO-LUMO gap (alpha / beta) comes out at 0.2055 / 0.2046 Eh. The LUMO energy (alpha / beta) is -0.2352 / -0.2361 Ha. The HOMO energy (alpha / beta) comes out at -12.0 / -12.0 eV. The calculation puts the total energy at -104538.50549 eV.

Last column: Löwdin charge in e.
Positions of all 96 atoms, in Å:
Mo: -0.7881 0.5473 -1.3415  1.148
O: 2.2900 -4.8257 -1.5084  0.126
C: 1.6392 -3.6625 -1.5475  -0.277
C: 2.1108 -2.5456 -2.2506  0.091
C: 1.3565 -1.3979 -2.1941  -0.176
N: 0.2217 -1.3426 -1.5168  -0.003
C: -0.2391 -2.3909 -0.8498  -0.170
C: 0.4337 -3.5886 -0.8349  0.123
C: -1.5206 -2.0442 -0.1416  -0.539
O: -2.1921 -2.8017 0.4867  0.168
O: -1.8138 -0.7333 -0.3162  -0.293
C: 1.6590 -0.0704 -2.8306  -0.496
O: 2.5099 0.1516 -3.6265  0.186
O: 0.7726 0.8650 -2.3759  -0.281
H: 3.1326 -4.7862 -1.9793  0.138
H: 3.0413 -2.5580 -2.8046  0.152
H: 0.0612 -4.4383 -0.2785  0.155
N: -2.8907 -2.3805 -2.7768  0.180
C: -2.2194 -1.5723 -3.5819  -0.756
S: -2.2643 0.1470 -3.3006  0.682
N: -1.5363 -2.0670 -4.6013  0.085
C: -1.5189 -3.4656 -4.9546  -0.253
C: -2.6526 -4.0459 -5.5066  -0.022
C: -2.6284 -5.3946 -5.8315  -0.047
C: -1.4792 -6.1427 -5.6137  -0.050
C: -0.3481 -5.5477 -5.0714  -0.051
C: -0.3655 -4.2024 -4.7343  -0.015
H: -3.4460 -1.9851 -2.0344  0.118
H: -2.9258 -3.3774 -2.9417  0.135
H: -1.0502 -1.4006 -5.1837  0.151
H: -3.5351 -3.4460 -5.6930  0.127
H: -3.5037 -5.8572 -6.2667  0.119
H: -1.4627 -7.1922 -5.8752  0.119
H: 0.5485 -6.1320 -4.9135  0.115
H: 0.5091 -3.7182 -4.3177  0.104
C: -0.1991 0.1436 2.2452  -0.479
P: 0.6375 0.8905 0.8113  0.993
C: 2.2231 0.0592 0.5145  -0.357
C: 2.4798 -1.2043 1.0459  -0.119
C: 3.6751 -1.8527 0.7644  -0.064
C: 4.6166 -1.2573 -0.0633  -0.058
C: 4.3518 -0.0176 -0.6305  -0.049
C: 3.1603 0.6343 -0.3500  -0.120
C: 0.9595 2.6076 1.2997  -0.362
C: 2.2300 3.1733 1.3588  -0.081
C: 2.3808 4.5042 1.7198  -0.060
C: 1.2739 5.2755 2.0376  -0.059
C: 0.0079 4.7070 2.0195  -0.063
C: -0.1483 3.3811 1.6521  -0.171
P: 0.7648 -0.3579 3.7798  1.063
C: 1.7443 1.1337 4.1589  -0.408
C: 1.1974 2.3177 4.6555  -0.097
C: 2.0179 3.3854 4.9747  -0.070
C: 3.3950 3.2835 4.8013  -0.074
C: 3.9487 2.1142 4.3054  -0.075
C: 3.1238 1.0404 3.9904  -0.111
C: -0.5901 -0.2531 5.0028  -0.400
C: -0.2517 -0.0254 6.3378  -0.105
C: -1.2236 -0.0428 7.3246  -0.066
C: -2.5488 -0.2963 6.9955  -0.073
C: -2.8934 -0.5370 5.6754  -0.076
C: -1.9203 -0.5186 4.6840  -0.103
H: -0.7245 -0.7508 1.9108  0.022
H: -0.9773 0.8683 2.5051  0.055
H: 1.7721 -1.6776 1.7129  0.063
H: 3.8741 -2.8188 1.2116  0.119
H: 5.5566 -1.7551 -0.2650  0.116
H: 5.0724 0.4465 -1.2910  0.122
H: 2.9645 1.5945 -0.8103  0.115
H: 3.1112 2.5822 1.1618  0.096
H: 3.3736 4.9317 1.7688  0.118
H: 1.3990 6.3125 2.3203  0.116
H: -0.8585 5.2936 2.2959  0.115
H: -1.1424 2.9495 1.6639  0.070
H: 0.1279 2.3929 4.8184  0.116
H: 1.5882 4.2963 5.3717  0.114
H: 4.0349 4.1151 5.0674  0.112
H: 5.0210 2.0269 4.1857  0.109
H: 3.5574 0.1130 3.6315  0.095
H: 0.7786 0.1732 6.6099  0.110
H: -0.9453 0.1408 8.3542  0.112
H: -3.3072 -0.3101 7.7669  0.110
H: -3.9226 -0.7450 5.4123  0.107
H: -2.2194 -0.7267 3.6637  0.091
S: -1.7823 2.6677 -1.0194  0.651
C: -2.8283 3.0633 -2.3769  -0.690
N: -2.2564 3.5795 -3.4843  0.075
C: -2.9424 3.9876 -4.5706  -0.018
C: -4.3068 3.8922 -4.5817  -0.008
C: -4.9450 3.3750 -3.4538  0.006
C: -4.2121 2.9647 -2.3558  -0.064
H: -1.2451 3.6617 -3.4820  0.163
H: -2.3571 4.3832 -5.3877  0.148
H: -4.8623 4.2225 -5.4465  0.129
H: -6.0242 3.2968 -3.4365  0.133
H: -4.6910 2.5670 -1.4734  0.126

***

[8]
A structure of composition C5H9ClS. Source: OMol25; level of theory: wB97M-V/def2-TZVPD.

The value obtained for the molar mass is 136.65 g/mol. The HOMO-LUMO gap comes out at 0.3571 Eh. The LUMO energy is 0.0293 Ha. The HOMO energy comes out at -8.9 eV. The calculation puts the total energy at -28686.48371 eV.

Last column: Löwdin charge in e.
Positions of all 16 atoms, in Å:
C: 0.1520 -0.7964 0.0778  -0.771
C: 1.3727 0.0750 0.2817  -1.083
C: 0.1186 -1.7255 -1.1417  -0.097
C: -1.2767 -0.2234 0.3213  -0.075
C: 1.0987 1.8993 0.7451  -0.014
S: 1.1939 -1.1312 1.5490  0.849
Cl: 2.8188 -0.0384 -0.6386  0.632
H: 0.9660 -2.4700 -1.2060  0.095
H: -0.1075 -1.2004 -2.0498  0.076
H: -0.7579 -2.3242 -0.8523  0.075
H: -1.1296 0.4970 1.1223  0.044
H: -2.1831 -0.8040 0.4402  0.083
H: -1.3632 0.3955 -0.5658  0.084
H: 1.8278 2.2859 1.3493  0.000
H: 0.0584 2.0455 1.2232  0.070
H: 1.1578 2.5022 -0.1381  0.030